Density functional theory data (ωB97M-V/def2-TZVPD) for C26H26N4O8OsP2 as an isolated structure.

Gap between HOMO and LUMO (spin up / spin down), eV: 3.035 / 3.192
Highest occupied orbital energy (spin up / spin down), eV: -11.9810 / -14.0683
<S²>: 6.360
ΔE to the lowest compared entry with this formula, charge and spin, eV: 3.0697
Total energy, eV: -70740.88307

ORCA input file:
```
! wB97M-V def2-TZVPD RIJCOSX def2/J DEFGRID3
* xyz 2 5
C -0.215 1.314 -4.459
N 1.330 -1.164 4.238
H 0.734 3.828 -4.815
O 2.067 -0.775 5.154
C 3.392 -0.866 0.896
H -0.873 -3.945 -4.200
H 2.827 -1.185 1.780
C 0.225 -2.242 -3.468
C -0.697 -2.866 -4.304
C -1.547 -2.805 -0.765
C 0.888 -2.940 -2.299
P 0.182 -2.245 -0.716
O -1.949 0.987 7.402
C -1.884 0.530 5.111
C -0.347 -0.083 -4.514
O 1.616 -2.099 3.465
C -0.079 1.903 -0.351
H 2.829 4.731 -3.770
N -2.518 0.316 1.433
H 3.789 -0.309 -1.865
C -0.613 -0.049 5.236
C 0.439 -0.848 -3.585
C -1.805 0.241 2.685
O -3.663 1.603 6.179
C -2.485 0.634 3.845
O -3.706 0.655 1.508
H 0.717 -2.915 1.545
H 1.967 -2.723 -2.252
N -2.538 1.073 6.296
H -1.927 -0.138 -5.968
C 1.371 3.226 -4.170
N 1.221 -0.164 -2.641
O 0.383 -0.221 1.777
C -1.317 -0.761 -5.311
H -2.084 -2.289 -1.576
H 0.503 -4.322 0.442
C 2.765 1.903 0.984
O -0.325 3.043 -0.205
H -1.591 -3.897 -0.927
C 0.042 -0.477 4.093
O -2.004 0.028 0.288
C 2.520 3.702 -3.584
H -0.576 0.744 -2.069
H 4.356 -0.444 1.210
H 2.200 1.809 1.919
H -3.491 1.046 3.764
H 4.536 1.134 -1.088
H 3.580 -1.726 0.246
C -1.454 -2.123 -5.221
Os 0.284 0.072 -0.622
C 0.967 1.875 -3.949
H 0.714 -4.025 -2.312
C 1.751 1.060 -3.069
C 3.602 0.695 -1.459
C 2.919 1.583 -2.472
H 2.017 -3.355 0.411
H 4.180 3.312 -2.241
H 3.834 1.988 1.214
H -0.958 1.950 -4.942
H -2.022 -2.544 0.196
C 0.926 -3.308 0.539
C -0.411 -0.170 2.749
C 3.296 2.895 -2.743
H 2.434 2.799 0.447
P 2.462 0.406 -0.017
H -0.127 -0.136 6.207
H -2.174 -2.636 -5.859
*
```

***

Density functional theory data (ωB97M-V/def2-TZVPD) for C26H26O2PW as an isolated structure.

Gap between HOMO and LUMO (spin up / spin down), eV: 6.318 / 6.320
Highest occupied orbital energy (spin up / spin down), eV: -17.5859 / -17.5858
Total energy, eV: -42564.78913

ORCA input file:
```
! wB97M-V def2-TZVPD RIJCOSX def2/J DEFGRID3
* xyz 3 1
H 0.300 3.330 -2.428
C 2.359 -1.930 0.162
H 3.555 -0.709 -2.181
C 1.595 -4.097 0.856
C -0.342 -0.558 -2.500
H 3.654 -3.545 0.718
H -4.062 1.336 3.788
C 0.445 2.452 1.770
C -2.410 -2.804 0.618
H -5.827 2.371 2.412
H 2.768 3.345 1.221
H -3.436 -2.453 0.600
H 3.210 -1.299 -0.039
C -1.182 0.269 -1.723
H -0.511 -1.628 -2.524
H -3.849 1.122 -1.165
W 0.796 0.474 -0.722
H 4.515 2.083 -0.211
H -1.523 2.308 -1.018
H 3.071 1.658 1.726
C -2.926 0.669 2.101
H 4.080 0.941 -2.644
O 3.023 0.774 -0.848
H -0.578 2.206 1.505
H -2.159 0.198 2.706
H 1.913 1.810 -3.544
C 0.250 -3.681 0.737
H 1.810 -5.114 1.163
H 0.577 3.529 1.841
C 0.153 2.257 -2.415
C -4.936 1.829 0.541
H 0.742 1.960 2.694
C -3.875 1.197 -0.084
H 1.565 -0.660 -3.491
C -0.864 1.680 -1.603
C 2.629 -3.223 0.599
C -0.019 -2.350 0.359
O 1.304 1.960 0.683
C -0.827 -4.554 1.028
C -2.132 -4.130 0.965
C 1.048 1.414 -3.029
C -1.367 -1.946 0.308
P -1.513 -0.234 -0.039
C -3.995 1.302 2.709
C 2.713 2.300 0.921
C 0.854 -0.019 -2.989
H -2.940 -4.810 1.197
H 4.916 0.067 -1.330
C 3.436 2.075 -0.372
C -2.864 0.627 0.700
H -5.728 2.265 -0.052
C 1.043 -1.424 0.029
C -4.991 1.882 1.929
H -0.606 -5.574 1.319
C 3.961 0.232 -1.825
H 3.180 2.821 -1.129
*
```

***

Density functional theory data (ωB97M-V/def2-TZVPD) for C26H27CrN2O5 as an isolated structure.

Gap between HOMO and LUMO (spin up / spin down), eV: 4.498 / 5.108
Highest occupied orbital energy (spin up / spin down), eV: -0.2483 / -0.8595
<S²>: 0.785
ΔE to the lowest compared entry with this formula, charge and spin, eV: 0.3773
Total energy, eV: -69041.21084

ORCA input file:
```
! wB97M-V def2-TZVPD RIJCOSX def2/J DEFGRID3
* xyz -2 2
H 3.238 2.662 -5.051
H 3.100 -1.040 0.084
H -1.486 -1.437 -0.783
H 2.786 1.524 0.832
O -1.795 3.982 4.118
H -0.086 0.326 -3.203
H 0.769 0.146 -4.746
H 3.124 -4.552 -2.901
H 4.240 2.537 0.819
C -0.550 -1.593 -0.246
O 1.541 -0.029 3.803
C 0.254 3.056 -2.875
N -0.605 1.237 1.361
H -0.743 1.094 -4.650
C 2.255 -4.058 -0.988
H 0.073 2.185 4.479
C -0.048 1.258 2.576
O -1.309 1.110 -1.025
H -2.464 4.544 3.719
H 1.261 -3.337 0.781
C 4.165 -0.859 0.010
H 4.133 1.114 1.893
C 3.870 1.508 0.903
C 4.795 2.067 -3.709
C 5.040 1.542 -2.447
O 1.284 -0.361 1.597
C 1.045 0.197 2.709
H 1.552 -3.074 -4.143
H 0.229 2.639 -1.869
C -2.042 2.995 1.934
H -0.720 -1.941 0.774
C 0.506 -2.433 -2.384
H 4.632 -1.211 0.943
Cr 0.380 0.355 -0.084
H -2.830 3.680 1.628
H 5.545 0.759 -0.177
C 1.303 -3.303 -0.304
C 2.364 -3.988 -2.372
C 2.404 1.802 -3.288
H 0.757 4.030 -2.842
H 1.148 2.625 -4.767
H 6.066 1.459 -2.098
C 1.472 -3.163 -3.062
C 3.468 2.209 -4.089
H -0.785 3.199 -3.200
H 2.931 -4.702 -0.429
H 5.605 2.368 -4.363
O -3.118 2.420 -0.751
C 1.004 2.101 -3.818
H -0.176 -1.790 -2.935
C 0.409 -2.447 -0.975
H 4.553 -1.454 -0.826
C -1.431 3.055 3.184
C -2.083 1.871 -0.383
C -1.600 2.070 1.048
C 0.186 0.834 -4.121
C -0.428 2.158 3.517
C 4.460 0.634 -0.212
C 2.650 1.184 -2.012
C 4.025 1.122 -1.592
N 1.637 0.726 -1.206
*
```

***

Density functional theory data (ωB97M-V/def2-TZVPD) for a 4-piece molecular cluster, C26H27F3NO9S2 overall.

Gap between HOMO and LUMO, eV: 2.777
Highest occupied orbital energy, eV: -1.5758
Total energy, eV: -77129.37277

ORCA input file:
```
! wB97M-V def2-TZVPD RIJCOSX def2/J DEFGRID3
* xyz -1 1
H 1.193 1.856 -7.422
O 3.387 -6.071 7.710
C -5.806 2.133 -4.533
C -0.538 0.732 -6.254
O 2.670 -4.747 6.022
F -0.790 -1.611 1.316
F 3.571 -0.422 5.842
H 0.699 -1.068 0.082
H -5.119 2.533 -6.616
H -4.303 0.606 -5.207
C -2.280 3.710 -2.622
H -2.833 1.451 0.281
O 1.372 -1.689 1.927
C 5.232 -4.838 8.236
C 6.740 -1.383 6.177
C -3.612 3.613 0.159
H 5.061 0.120 4.609
H -6.923 4.852 -5.402
H -6.531 4.537 -7.187
H 2.071 3.085 -5.195
H 4.796 -2.174 3.867
H -2.178 -0.167 -4.896
H -1.789 3.805 -3.659
C -3.720 4.929 -0.703
N -1.520 1.138 -2.270
C 0.650 -3.227 0.407
C 1.149 2.405 -5.084
H -6.153 2.663 -3.580
H 0.438 -3.363 -0.655
H 5.247 -6.948 7.664
H -3.119 5.952 -2.688
C -2.559 0.075 -2.254
C 0.689 1.696 -6.409
C -0.854 1.268 -3.579
H 0.853 2.785 -2.833
O 5.733 -0.507 6.452
C 5.009 -2.040 4.928
C 4.679 -6.227 8.260
C -5.518 3.185 -5.750
C 0.464 -1.812 0.848
O 2.025 -3.454 0.687
H 4.945 -4.254 9.115
C 0.410 2.202 -3.712
S -4.343 0.338 -2.747
C -4.433 1.324 -4.319
C -2.861 2.366 -0.408
S -2.149 -1.475 -1.723
C -3.031 4.982 -2.102
C 2.378 -2.563 1.654
C -1.276 0.531 -4.888
O 3.449 -2.547 2.194
F 4.555 -6.680 9.531
O 6.385 -2.271 5.208
H 4.401 -2.744 5.499
C -2.180 2.387 -1.828
C -6.825 4.011 -6.194
H -3.575 2.093 -4.400
H -4.289 5.848 -0.334
C 4.825 -0.626 5.373
H -6.577 1.366 -4.925
H -0.880 0.200 -7.204
O 7.810 -1.370 6.718
H 0.042 -3.932 0.980
C 3.480 -5.009 6.861
H 6.319 -4.824 8.145
H -4.663 3.906 -5.431
H -4.116 3.647 1.177
O 4.616 -4.286 7.082
*
```

***

Density functional theory data (ωB97M-V/def2-TZVPD) for C26H27IrN7S7 as an isolated structure.

Gap between HOMO and LUMO (spin up / spin down), eV: 6.741 / 5.726
Highest occupied orbital energy (spin up / spin down), eV: -11.5959 / -13.5130
<S²>: 8.818
Total energy, eV: -116502.49411

ORCA input file:
```
! wB97M-V def2-TZVPD RIJCOSX def2/J DEFGRID3
* xyz 2 6
H 2.598 6.305 0.428
H -1.139 -6.235 2.585
H -0.222 -6.150 -0.330
H 0.451 -1.436 -4.777
C 2.466 0.645 2.447
C 3.419 -0.028 -1.954
C -4.293 0.383 -3.188
S 0.804 -2.253 1.629
C 2.390 2.138 -1.826
H -2.290 -4.903 -0.777
H 3.060 1.259 5.706
C -2.424 -1.200 -4.119
H 0.396 -2.815 -5.898
H -4.111 2.579 1.251
C -0.706 5.981 -0.266
H -2.784 -5.034 0.912
C 1.658 5.832 0.181
H 4.270 0.700 3.591
H -1.411 -2.892 0.048
H 2.314 3.169 -2.138
C 1.594 4.460 0.045
C -0.119 -3.700 1.332
H -0.586 1.198 3.461
N 0.264 -4.794 1.977
N -0.713 1.527 0.092
C -1.922 -4.973 0.245
S -3.894 -0.472 -4.650
H -1.598 6.579 -0.394
C 3.195 0.815 3.608
H -1.727 4.147 -0.641
C -0.783 4.610 -0.396
C 0.489 1.091 3.533
C 3.375 1.319 -2.327
C 1.438 1.625 -0.927
H 2.423 -1.535 -0.782
S -2.197 -0.458 1.523
H 1.062 -4.708 2.587
C -1.008 -6.169 0.429
C 0.005 -2.409 -4.966
S -5.616 1.281 -3.008
C 2.450 -0.502 -1.103
N 1.134 0.779 2.402
C -0.383 -6.104 1.809
C 2.520 1.130 4.777
H -1.567 -7.095 0.312
H -4.472 1.055 1.995
N -1.835 2.064 0.493
N -1.169 -3.745 0.533
C 1.144 1.278 4.735
C 0.358 2.389 -0.403
H 0.556 7.674 0.125
H 2.482 3.869 0.226
Ir -0.100 -0.309 0.611
N -3.858 1.620 1.431
H 4.182 -0.695 -2.330
S -1.757 -2.241 -5.304
H 0.578 1.534 5.620
C -2.014 -0.898 -2.798
C 0.508 6.598 0.020
C -2.632 1.196 1.124
H 0.374 -6.873 1.943
C 0.374 3.815 -0.262
S -0.679 -1.524 -1.985
H 4.103 1.716 -3.023
S -3.076 0.188 -1.965
H 2.959 0.400 1.514
N 1.494 0.291 -0.593
H 0.196 -3.093 -4.148
*
```

***

Density functional theory data (ωB97M-V/def2-TZVPD) for C26H27N4O2SSn as an isolated structure.

Gap between HOMO and LUMO, eV: 6.427
Highest occupied orbital energy, eV: -16.8592
ΔE to the lowest compared entry with this formula, charge and spin, eV: 0.5227
Total energy, eV: -54095.96501

ORCA input file:
```
! wB97M-V def2-TZVPD RIJCOSX def2/J DEFGRID3
* xyz 3 1
N -3.702 -1.756 2.759
H -1.045 5.183 -1.106
N -1.517 0.788 -2.005
C 3.880 0.493 1.264
H -1.161 1.598 -4.559
H 4.796 0.183 1.771
C -1.381 -2.246 -3.993
C -0.812 3.592 0.857
C 1.001 -0.069 3.695
C 1.248 -2.051 2.337
C 0.595 -1.366 3.373
C -1.252 2.029 -2.434
H -3.660 -2.913 -6.396
C -3.316 -2.386 1.666
C -0.642 -3.441 -4.044
H -3.407 -4.111 0.614
N -3.702 -3.633 1.450
H 2.818 -1.979 0.870
C -1.209 3.054 -1.421
C -0.937 -1.232 -3.038
C 2.041 0.537 2.991
H 3.839 1.579 1.299
N -1.553 -0.141 -2.866
H -0.871 5.712 -3.462
H -4.329 -4.116 2.076
C -0.957 3.678 -4.177
H -1.577 4.337 1.069
C -2.453 -2.050 -4.846
C -1.066 4.382 -1.828
H -4.047 -3.245 4.209
H 0.991 -3.082 2.126
H 1.850 -2.874 -1.699
C -0.955 4.673 -3.170
C 2.280 -1.425 1.629
C 2.703 -0.125 1.953
H -5.519 -2.600 3.418
H 0.541 0.451 4.525
C -1.096 2.380 -3.815
C 0.268 -1.477 -2.146
H -0.450 -5.364 -4.979
H -0.645 2.991 1.747
H 1.060 -4.549 -3.309
Sn -0.197 -0.193 0.935
C 0.969 -2.703 -2.299
S -2.361 -1.598 0.437
H -0.882 3.961 -5.217
H -2.395 -5.030 -6.466
H -0.159 -1.867 3.965
H -4.643 -1.629 4.605
H -2.994 -1.113 -4.841
H -3.429 -0.792 2.845
H 0.117 4.063 0.538
C 0.519 -3.616 -3.200
C -2.820 -3.062 -5.732
H 2.370 1.528 3.281
C -2.109 -4.251 -5.773
O 0.509 -0.606 -1.280
C -4.530 -2.355 3.806
C -1.014 -4.442 -4.935
H 3.956 0.171 0.227
O -1.273 2.669 -0.157
*
```

***

Density functional theory data (ωB97M-V/def2-TZVPD) for one molecule with the formula C26H27N9O.

Gap between HOMO and LUMO, eV: 8.199
Highest occupied orbital energy, eV: -7.8331
Structure (SMILES): O=C(c1cnc(N2CCN(c3ncccn3)CC2)c2ccccc12)N1CCN(c2ncccn2)CC1
Total energy, eV: -42860.10710

ORCA input file:
```
! wB97M-V def2-TZVPD RIJCOSX def2/J DEFGRID3
* xyz 0 1
H -2.866 0.141 2.392
N 4.860 -1.089 0.591
C -1.952 3.116 -1.070
N -2.857 0.722 0.404
C 5.290 0.135 1.224
C 1.093 1.866 0.652
C -6.142 -1.402 0.036
C 7.872 -2.517 -0.437
H 8.140 -4.308 -1.619
C -3.346 -0.146 1.458
H -3.004 0.962 -1.678
C 3.438 -1.179 0.371
H 1.025 0.505 2.308
H 5.018 2.273 0.925
N 5.214 -2.948 -0.714
C -7.203 -2.756 -1.440
H 2.927 -1.177 1.341
C 0.477 0.996 1.515
C -0.049 4.347 -1.873
C 6.073 -3.780 -1.268
C -4.866 0.018 1.552
H 1.849 3.805 -1.064
N -0.807 0.643 1.424
C -4.955 0.550 -0.805
H 1.886 0.015 -0.570
N -6.505 -1.658 -1.231
H -7.341 -3.887 1.718
H -2.088 4.763 -2.409
C 4.812 1.338 0.402
C -1.110 2.283 -0.310
C 2.970 0.030 -0.452
H -3.101 -1.196 1.248
N -6.427 -2.183 1.089
C 0.277 2.579 -0.267
N 3.381 1.248 0.203
H 5.313 1.342 -0.572
H 3.437 -0.010 -1.443
C -1.571 1.194 0.502
H -5.103 1.049 1.836
C 7.448 -3.622 -1.163
H -3.022 2.987 -1.010
N -5.477 -0.254 0.273
C 0.789 3.600 -1.091
H 0.347 5.135 -2.496
H -5.283 -0.672 2.285
H -5.430 0.233 -1.733
H 5.633 -4.603 -1.818
H 6.377 0.122 1.297
C -7.557 -3.628 -0.420
H 8.923 -2.293 -0.300
C -1.431 4.125 -1.836
O 2.975 3.141 1.357
H 3.229 -2.111 -0.154
H -8.126 -4.524 -0.604
C 5.726 -1.917 -0.024
C -7.125 -3.274 0.850
N 7.036 -1.669 0.127
C -3.436 0.366 -0.877
H -3.229 -0.696 -1.089
C 2.554 2.156 0.778
H -5.193 1.600 -0.603
H -7.482 -2.940 -2.470
H 4.851 0.185 2.227
*
```